[1]
{"formula": "C30H58F5NO20PS3", "method": "ωB97M-V/def2-TZVPD", "spin_multiplicity": 1, "total_charge": -1, "relative_energy_kj_mol": 812.2, "e_lumo_ev": 1.299, "homo_lumo_gap_ha": 0.251, "species": ["O", "S", "O", "N", "S", "O", "O", "P", "O", "O", "S", "C", "F", "F", "C", "F", "F", "F", "H", "H", "O", "C", "O", "C", "C", "C", "H", "H", "H", "H", "H", "H", "H", "H", "O", "C", "O", "C", "C", "C", "H", "H", "H", "H", "H", "H", "H", "H", "O", "C", "O", "C", "C", "C", "H", "H", "H", "H", "H", "H", "H", "H", "O", "C", "O", "C", "C", "C", "H", "H", "H", "H", "H", "H", "H", "H", "O", "C", "O", "C", "C", "C", "H", "H", "H", "H", "H", "H", "H", "H", "O", "C", "O", "C", "C", "C", "H", "H", "H", "H", "H", "H", "H", "H", "O", "C", "O", "C", "C", "C", "H", "H", "H", "H", "H", "H", "H", "H"], "positions_angstrom": [[-4.9783, -0.0062, -0.2876], [-3.9924, 1.1873, -0.6068], [-4.3871, 2.2891, 0.4528], [-4.3319, 1.6352, -2.2517], [-3.1836, 2.7396, -2.9369], [-3.5397, 2.8298, -4.4744], [-1.7015, 2.2871, -2.8948], [-3.2522, 4.7484, -2.2011], [-4.3343, 5.0212, -0.8657], [-1.6087, 5.3484, -1.8940], [-3.9250, 5.9034, -3.6693], [-2.2775, 0.5083, -0.2840], [-2.4312, -0.4875, 0.8437], [-1.7514, -0.3169, -1.4344], [-1.1752, 1.6023, 0.2384], [-1.5266, 3.0197, -0.0023], [0.0921, 1.3118, -0.5085], [-0.8838, 1.3983, 1.7061], [-3.7562, 5.0074, -0.0231], [-0.9505, 4.5945, -1.9358], [0.5651, 0.5459, -6.6844], [0.4028, -0.3808, -5.8896], [0.9652, -1.5860, -6.1168], [0.9681, -2.6798, -5.1815], [-0.3317, -3.4572, -5.2539], [-0.4911, -0.2067, -4.6959], [1.1960, -2.3289, -4.1705], [1.7951, -3.3348, -5.4734], [-1.1912, -2.8349, -4.9911], [-0.3068, -4.3148, -4.5762], [-0.5043, -3.8184, -6.2731], [-1.5336, -0.3125, -5.0114], [-0.3369, 0.7964, -4.2880], [-0.2865, -0.9012, -3.8839], [-2.6439, -4.1048, -4.0737], [-2.8062, -5.0315, -3.2789], [-2.2438, -6.2367, -3.5060], [-2.2409, -7.3305, -2.5708], [-3.5407, -8.1079, -2.6432], [-3.7001, -4.8574, -2.0851], [-2.0130, -6.9796, -1.5598], [-1.4139, -7.9855, -2.8627], [-4.4002, -7.4856, -2.3804], [-3.5158, -8.9655, -1.9655], [-3.7133, -8.4691, -3.6624], [-4.7426, -4.9631, -2.4007], [-3.5459, -3.8543, -1.6773], [-3.4955, -5.5518, -1.2732], [-6.2770, 4.1105, -2.1386], [-7.2310, 3.4118, -1.7943], [-7.5209, 2.2723, -2.4559], [-8.5085, 1.3111, -2.0414], [-9.8942, 1.7302, -2.4923], [-8.1355, 3.8599, -0.6829], [-8.4503, 1.1308, -0.9638], [-8.2437, 0.3661, -2.5261], [-10.1933, 2.6838, -2.0491], [-10.6348, 0.9745, -2.2168], [-9.9173, 1.8667, -3.5785], [-8.8378, 4.6039, -1.0714], [-7.5246, 4.3148, 0.1020], [-8.6892, 3.0522, -0.2091], [4.6314, 2.1357, 5.4445], [3.7382, 1.4671, 4.9230], [2.6333, 2.0640, 4.4298], [1.6114, 1.3973, 3.6667], [0.6242, 0.6970, 4.5799], [3.8287, -0.0315, 4.9011], [2.0534, 0.7246, 2.9255], [1.0886, 2.1759, 3.1023], [1.1077, -0.0770, 5.1818], [-0.1764, 0.2318, 3.9985], [0.1808, 1.4108, 5.2820], [3.5315, -0.4219, 5.8793], [4.8653, -0.3154, 4.6983], [3.2265, -0.5006, 4.1260], [3.5174, -2.9299, 4.5986], [4.4721, -3.2438, 3.8866], [4.7911, -2.5068, 2.8026], [5.9715, -2.6943, 2.0009], [5.7648, -3.7995, 0.9836], [5.2464, -4.4989, 4.1687], [6.8504, -2.8583, 2.6318], [6.1423, -1.7496, 1.4752], [5.5681, -4.7613, 1.4645], [6.6464, -3.9068, 0.3458], [4.8976, -3.5799, 0.3521], [4.6907, -5.3571, 3.7787], [5.3593, -4.6031, 5.2516], [6.2527, -4.5012, 3.7553], [7.1823, -5.6556, 5.5181], [8.3819, -5.6192, 5.7951], [9.1071, -4.5063, 5.5589], [10.4667, -4.3066, 5.9863], [11.4390, -4.9466, 5.0146], [9.0739, -6.8417, 6.3252], [10.6076, -4.6513, 7.0152], [10.6317, -3.2246, 5.9991], [11.2960, -6.0286, 4.9519], [12.4714, -4.7522, 5.3174], [11.2871, -4.5498, 4.0054], [9.3004, -7.5140, 5.4919], [8.4021, -7.3469, 7.0249], [9.9868, -6.6297, 6.8776], [-4.9362, 9.7529, -1.2335], [-3.8286, 10.1207, -1.6269], [-2.8972, 9.2174, -1.9971], [-1.6387, 9.5422, -2.6148], [-0.6085, 9.9309, -1.5722], [-3.4695, 11.5786, -1.6234], [-1.7681, 10.3060, -3.3875], [-1.3037, 8.6367, -3.1304], [-0.9122, 10.8209, -1.0146], [0.3587, 10.1310, -2.0411], [-0.4851, 9.1269, -0.8391], [-3.1927, 11.8762, -0.6073], [-4.3432, 12.1537, -1.9431], [-2.6654, 11.8386, -2.3084]]}

---

[2]
{"formula": "C22H27N7O", "method": "ωB97M-V/def2-TZVPD", "spin_multiplicity": 1, "smiles": "COc1ccccc1Nc1nc(N)nc(CN2CCN(Cc3ccccc3)CC2)n1", "total_charge": 0, "relative_energy_kj_mol": 23.7, "e_lumo_ev": 0.819, "homo_lumo_gap_ha": 0.313, "species": ["C", "O", "C", "C", "C", "C", "C", "C", "N", "C", "N", "C", "N", "N", "C", "C", "N", "C", "C", "N", "C", "C", "C", "C", "C", "C", "C", "C", "C", "N", "H", "H", "H", "H", "H", "H", "H", "H", "H", "H", "H", "H", "H", "H", "H", "H", "H", "H", "H", "H", "H", "H", "H", "H", "H", "H", "H"], "positions_angstrom": [[2.9454, 5.7177, 3.6618], [2.4522, 4.5404, 3.0736], [2.4376, 3.3912, 3.8283], [2.8722, 3.3009, 5.1385], [2.8142, 2.0881, 5.8115], [2.3227, 0.9651, 5.1773], [1.8838, 1.0403, 3.8654], [1.9346, 2.2441, 3.1785], [1.5177, 2.4051, 1.8644], [0.9975, 1.5201, 0.9876], [0.7163, 2.0326, -0.2158], [0.2084, 1.1696, -1.0881], [-0.0627, 1.6143, -2.3247], [-0.0330, -0.1274, -0.8383], [0.2792, -0.5254, 0.3795], [0.0717, -1.9639, 0.7853], [-0.6875, -2.8295, -0.0776], [-2.0645, -2.4310, -0.2960], [-2.8150, -3.6452, -0.8608], [-2.2313, -4.1958, -2.0644], [-2.7243, -3.7072, -3.3346], [-2.4197, -2.2782, -3.7287], [-3.2932, -1.2497, -3.3956], [-3.0474, 0.0486, -3.8038], [-1.9201, 0.3374, -4.5567], [-1.0315, -0.6772, -4.8788], [-1.2820, -1.9736, -4.4666], [-0.8026, -4.3734, -1.9222], [-0.0708, -3.1509, -1.3507], [0.7912, 0.2486, 1.3294], [2.8645, 6.4861, 2.8942], [3.9942, 5.6111, 3.9571], [2.3503, 6.0126, 4.5321], [3.2596, 4.1676, 5.6503], [3.1575, 2.0348, 6.8335], [2.2779, 0.0220, 5.7000], [1.4978, 0.1752, 3.3537], [1.6253, 3.3408, 1.4944], [0.0237, 2.5973, -2.5069], [-0.5502, 1.0087, -2.9656], [-0.4074, -1.9525, 1.7705], [1.0663, -2.4044, 0.9198], [-2.5075, -2.1468, 0.6617], [-2.1361, -1.5744, -0.9845], [-3.8593, -3.3921, -1.0518], [-2.7823, -4.4368, -0.1023], [-3.8118, -3.8397, -3.3182], [-2.3192, -4.3747, -4.1031], [-4.1847, -1.4710, -2.8256], [-3.7422, 0.8355, -3.5477], [-1.7493, 1.3439, -4.9137], [-0.1495, -0.4580, -5.4633], [-0.5943, -2.7625, -4.7366], [-0.3784, -4.6538, -2.8878], [-0.6555, -5.2054, -1.2229], [0.9781, -3.4058, -1.1818], [-0.1185, -2.3040, -2.0512]]}

---

[3]
{"formula": "C19H46MnO3P2SSi", "method": "ωB97M-V/def2-TZVPD", "spin_multiplicity": 5, "total_charge": 1, "relative_energy_kj_mol": 4.5, "e_lumo_ev": [-4.693, -3.050], "homo_lumo_gap_ha": [0.244, 0.318], "species": ["Mn", "C", "P", "C", "C", "C", "P", "C", "C", "H", "H", "H", "H", "H", "H", "H", "H", "H", "H", "H", "H", "H", "H", "H", "H", "C", "H", "H", "H", "C", "C", "C", "C", "O", "Si", "S", "O", "C", "C", "C", "C", "O", "C", "C", "C", "C", "H", "H", "H", "H", "H", "H", "H", "H", "H", "H", "H", "H", "H", "H", "H", "H", "H", "H", "H", "H", "H", "H", "H", "H", "H", "H", "H"], "positions_angstrom": [[2.4825, 0.9358, 0.7317], [1.8063, 4.3855, -0.6750], [2.4773, 3.5103, 0.7629], [3.8715, 4.5202, 1.3517], [1.1921, 3.7192, 2.0672], [1.4832, 2.9074, 3.3368], [1.6591, 1.1053, 3.0220], [-0.0182, 0.4238, 3.0671], [2.5473, 0.4167, 4.4379], [1.5065, 5.4043, -0.4277], [0.9488, 3.8261, -1.0503], [2.5618, 4.4191, -1.4599], [3.5523, 5.5341, 1.5966], [4.6304, 4.5739, 0.5711], [4.3268, 4.0677, 2.2324], [0.2386, 3.4190, 1.6232], [1.1064, 4.7774, 2.3269], [0.6881, 3.0604, 4.0708], [2.4095, 3.2485, 3.8072], [-0.4925, 0.6070, 4.0324], [0.0273, -0.6485, 2.8792], [-0.6114, 0.8674, 2.2660], [2.0174, 0.6214, 5.3690], [3.5474, 0.8448, 4.4976], [2.6347, -0.6626, 4.3139], [3.7984, -0.5339, 1.1693], [4.3898, -0.4923, 0.2469], [3.2786, -1.4866, 1.2481], [4.4067, -0.3012, 2.0404], [-0.2905, -4.1658, 1.1557], [-1.2283, -3.0523, 0.7120], [-1.9942, -2.4786, 1.8975], [-2.1860, -3.5518, -0.3618], [-0.3715, -2.0148, 0.1799], [-0.7269, -0.8481, -0.8890], [0.8658, 0.5595, -0.7374], [-0.8721, -1.3393, -2.4237], [0.0371, -1.9225, -3.3805], [-0.8051, -2.8711, -4.2218], [1.1533, -2.6780, -2.6712], [0.5948, -0.7895, -4.2321], [-2.1025, -0.1162, -0.4407], [-3.0343, 0.7053, -1.1796], [-3.9380, -0.2068, -1.9974], [-2.2862, 1.6845, -2.0740], [-3.8324, 1.4509, -0.1182], [-0.8537, -4.9911, 1.5917], [0.4118, -3.7920, 1.9022], [0.2774, -4.5447, 0.3058], [-2.6522, -3.2342, 2.3277], [-2.5983, -1.6276, 1.5826], [-1.3003, -2.1561, 2.6739], [-2.8072, -4.3527, 0.0402], [-1.6354, -3.9432, -1.2180], [-2.8452, -2.7524, -0.7036], [-1.2372, -3.6538, -3.5978], [-0.1952, -3.3410, -4.9939], [-1.6165, -2.3262, -4.7046], [0.7464, -3.4753, -2.0481], [1.7389, -2.0076, -2.0391], [1.8232, -3.1231, -3.4071], [-0.2186, -0.2565, -4.7255], [1.2616, -1.1833, -4.9998], [1.1522, -0.0855, -3.6132], [-3.3510, -0.7889, -2.7073], [-4.6700, 0.3840, -2.5489], [-4.4769, -0.8904, -1.3398], [-1.6909, 1.1583, -2.8213], [-1.6235, 2.3133, -1.4771], [-2.9970, 2.3269, -2.5942], [-4.3130, 0.7432, 0.5575], [-4.6039, 2.0667, -0.5807], [-3.1752, 2.0978, 0.4653]]}

---

Number 1: largest force on an atom 8.88 eV Å⁻¹, E -129868.0736 eV. Number 2: largest force on an atom 0.64 eV Å⁻¹, E -35731.4995 eV. Number 3: largest force on an atom 0.65 eV Å⁻¹, E -95203.1455 eV.